No. 1
Here is a structure of composition C33H46ClNOP4ReS in a non-equilibrium geometry from OMol25. Energies are from ωB97M-V with the def2-TZVPD basis set.

Geometry as XYZ:
```
88
C33H46ClNOP4ReS (ωB97M-V with the def2-TZVPD basis set)
P -2.280 0.968 0.332
C -3.287 1.315 1.790
C -3.700 2.621 2.115
H -3.353 3.474 1.527
C -4.555 2.833 3.198
H -4.874 3.847 3.445
C -4.997 1.760 3.977
H -5.659 1.933 4.826
C -4.572 0.465 3.667
H -4.902 -0.375 4.277
C -3.721 0.239 2.585
H -3.401 -0.782 2.365
C -1.554 2.518 -0.222
C -0.648 3.184 0.631
H -0.428 2.774 1.620
C -0.039 4.367 0.212
H 0.687 4.860 0.865
C -0.380 4.926 -1.024
H 0.074 5.866 -1.338
C -1.309 4.292 -1.855
H -1.585 4.732 -2.815
C -1.892 3.084 -1.464
H -2.626 2.587 -2.103
C -3.404 0.305 -0.915
C -4.714 0.814 -1.014
H -5.033 1.632 -0.366
C -5.611 0.271 -1.935
H -6.616 0.686 -2.015
C -5.221 -0.795 -2.753
H -5.927 -1.215 -3.469
C -3.930 -1.321 -2.646
H -3.629 -2.162 -3.274
C -3.025 -0.777 -1.730
H -2.023 -1.198 -1.631
Re 1.624 -1.737 1.035
C 2.681 -1.096 -0.579
C 2.146 -0.080 -1.330
H 3.643 -1.550 -0.846
C 0.766 0.379 -0.935
O -0.057 0.254 -2.119
H -0.938 0.632 -1.938
C 0.223 -0.434 0.264
H 0.780 1.446 -0.618
C -1.010 -0.209 0.800
Cl 0.291 -2.463 2.906
P 0.866 -3.686 -0.067
P 2.591 -0.157 2.476
C 0.939 -5.199 0.932
H 0.320 -5.073 1.825
H 1.974 -5.402 1.233
H 0.550 -6.022 0.318
C -0.845 -3.667 -0.666
H -0.908 -3.063 -1.580
H -1.505 -3.239 0.099
H -1.160 -4.696 -0.888
C 1.829 -4.117 -1.549
H 2.890 -4.219 -1.289
H 1.715 -3.327 -2.302
H 1.452 -5.066 -1.953
C 3.557 -0.859 3.844
H 4.517 -1.239 3.475
H 3.000 -1.680 4.307
H 3.715 -0.058 4.577
C 3.774 0.981 1.688
H 3.267 1.585 0.926
H 4.576 0.406 1.208
H 4.203 1.643 2.452
C 1.439 0.960 3.321
H 0.545 0.412 3.641
H 1.145 1.771 2.645
H 1.947 1.379 4.199
P 2.850 0.661 -2.830
C 4.586 0.239 -2.847
C 2.596 2.437 -2.690
H 4.699 -0.852 -2.931
H 5.065 0.593 -1.923
H 5.049 0.726 -3.718
H 1.523 2.678 -2.726
H 3.108 2.931 -3.529
H 3.018 2.801 -1.741
C 2.027 0.073 -4.310
H 2.039 -1.026 -4.336
H 2.562 0.462 -5.189
H 0.986 0.423 -4.324
H -1.263 -0.786 1.699
S 3.827 -3.106 1.398
C 4.269 -4.310 2.458
N 4.653 -5.179 3.164
```

Results
- Kohn-Sham gap (spin up / spin down): 8.07 / 5.83 eV
- Charge: +2
- Spin multiplicity: 4
- ⟨S²⟩: 3.805

---

No. 2
Here is a structure of composition C33H46MoN4O4S2Si4 from OMol25. Energies are from ωB97M-V with the def2-TZVPD basis set.

Geometry as XYZ:
```
94
C33H46MoN4O4S2Si4 (ωB97M-V with the def2-TZVPD basis set)
Mo 0.022 -0.096 0.002
O -0.320 1.699 1.013
C -1.629 1.496 0.987
C -2.576 2.418 0.516
C -3.852 1.979 0.256
C -4.238 0.639 0.449
C -3.348 -0.268 0.965
C -2.046 0.165 1.276
C -1.028 -0.586 2.031
N -0.445 -1.640 1.545
N 0.623 -2.073 2.345
C 1.647 -1.309 2.137
O 1.665 -0.353 1.245
C 2.866 -1.526 2.953
C 3.177 -2.797 3.424
C 4.308 -2.988 4.199
C 5.127 -1.911 4.515
C 4.809 -0.641 4.055
C 3.683 -0.449 3.269
H -2.267 3.432 0.303
H -4.576 2.677 -0.145
H -5.244 0.332 0.196
H -3.631 -1.295 1.157
H -0.661 -0.159 2.966
H 2.530 -3.626 3.171
H 4.555 -3.979 4.557
H 6.011 -2.062 5.121
H 5.441 0.201 4.304
H 3.427 0.537 2.904
O -1.592 3.269 -2.460
C -2.417 2.555 -3.254
C -3.215 3.278 -4.142
C -4.087 2.627 -4.989
C -4.184 1.236 -4.973
C -3.402 0.518 -4.095
C -2.516 1.155 -3.220
C -1.721 0.346 -2.281
O -0.787 0.955 -1.591
N -1.948 -0.924 -2.174
N -1.039 -1.529 -1.302
C -1.091 -2.816 -1.336
S -2.161 -3.631 -2.453
C -1.683 -5.298 -1.917
C -0.236 -5.253 -1.470
S -0.068 -3.833 -0.356
H -1.064 2.641 -1.932
H -3.119 4.355 -4.146
H -4.693 3.205 -5.675
H -4.860 0.725 -5.645
H -3.456 -0.562 -4.061
H -1.820 -5.967 -2.766
H -2.335 -5.615 -1.103
H 0.440 -5.138 -2.317
H 0.041 -6.142 -0.904
C 2.998 -0.850 -4.995
Si 1.705 -1.442 -3.752
C 0.061 -1.296 -4.655
C 2.055 -3.276 -3.435
Si 1.967 -0.197 -1.769
Si 4.006 -0.947 -0.873
C 5.341 -1.225 -2.179
C 4.711 0.353 0.295
C 3.778 -2.639 -0.063
Si 2.237 2.023 -2.523
C 4.025 2.356 -3.028
C 1.796 3.260 -1.175
C 1.202 2.360 -4.065
H 2.979 -1.513 -5.865
H 4.010 -0.855 -4.592
H 2.777 0.158 -5.347
H 0.177 -1.767 -5.636
H -0.218 -0.253 -4.820
H -0.766 -1.787 -4.143
H 1.494 -3.898 -4.138
H 1.797 -3.574 -2.417
H 3.116 -3.489 -3.580
H 5.559 -0.330 -2.764
H 5.088 -2.036 -2.865
H 6.260 -1.510 -1.656
H 5.238 1.106 -0.295
H 5.428 -0.083 0.995
H 3.930 0.854 0.865
H 3.901 -3.405 -0.833
H 2.793 -2.782 0.381
H 4.529 -2.820 0.711
H 4.712 2.282 -2.185
H 4.100 3.371 -3.430
H 4.362 1.667 -3.804
H 2.587 3.272 -0.421
H 0.861 3.033 -0.660
H 1.719 4.266 -1.596
H 1.657 1.886 -4.937
H 1.165 3.436 -4.257
H 0.175 2.002 -3.993
```

Results
- Kohn-Sham gap (spin up / spin down): 6.91 / 6.80 eV
- Spin multiplicity: 3
- ⟨S²⟩: 2.032

---

No. 3
Here is a cluster of 4 separate species, C33H47F22IN2O11PS3 in total in a non-equilibrium geometry from OMol25. Energies are from ωB97M-V with the def2-TZVPD basis set.

Geometry as XYZ:
```
120
C33H47F22IN2O11PS3 (ωB97M-V with the def2-TZVPD basis set)
C -3.451 -4.791 -1.562
C -4.241 -3.795 -0.754
O -5.322 -3.375 -1.152
O -3.806 -3.348 0.483
C -2.410 -3.177 0.574
C -1.917 -1.967 -0.228
C -0.688 -1.368 0.472
C 0.511 -2.319 0.267
N 1.715 -1.655 -0.205
P 2.149 -1.956 -1.781
O 3.729 -2.076 -1.835
O 1.677 -3.443 -2.069
S 1.465 -0.730 -3.109
C 2.046 -0.350 0.427
O 3.183 0.232 -0.072
C 2.410 -0.705 1.883
C 3.527 -1.744 1.953
C 4.891 -1.192 2.326
F 5.024 0.111 1.971
F 5.087 -1.236 3.666
C 6.059 -1.928 1.614
F 5.835 -1.974 0.290
F 7.166 -1.181 1.800
C 6.355 -3.346 2.212
F 7.308 -3.183 3.156
F 5.278 -3.856 2.846
C 6.953 -4.357 1.185
F 7.653 -5.273 1.884
F 7.813 -3.734 0.359
S 5.672 -5.328 0.172
F 4.576 -4.199 0.424
F 5.226 -6.093 1.460
F 6.740 -6.441 -0.135
F 6.092 -4.588 -1.161
F 4.592 -6.122 -0.645
C 0.834 0.657 0.346
C 1.073 1.808 -0.633
C 2.010 2.935 -0.151
C 3.017 3.287 -1.237
I 2.055 4.469 -2.741
C 0.408 1.227 1.704
C -0.680 2.317 1.630
C -1.409 2.486 2.953
F -1.839 3.742 3.146
F -0.497 2.238 3.953
C -2.545 1.477 3.257
F -3.105 1.827 4.429
F -2.038 0.235 3.414
S -3.936 1.355 1.965
F -3.514 2.735 1.328
F -2.926 0.575 0.989
F -4.379 -0.028 2.572
F -4.966 2.093 2.886
F -5.026 1.216 0.855
N -0.351 -0.090 -0.220
H -2.569 -4.302 -1.969
H -3.106 -5.611 -0.941
H -4.088 -5.123 -2.360
H -1.853 -4.066 0.291
H -2.197 -3.009 1.624
H -2.704 -1.234 -0.360
H -1.584 -2.296 -1.209
H -0.966 -1.219 1.505
H 0.724 -2.810 1.214
H 0.200 -3.109 -0.396
H 4.063 -1.338 -2.354
H 2.369 -4.044 -1.755
H 3.066 0.481 -0.998
H 1.555 -1.082 2.427
H 2.749 0.173 2.411
H 3.282 -2.449 2.737
H 3.628 -2.329 1.049
H 1.455 1.455 -1.581
H 0.118 2.262 -0.878
H 2.576 2.688 0.739
H 1.410 3.820 0.015
H 3.887 3.802 -0.861
H 3.370 2.413 -1.767
H 1.273 1.689 2.146
H 0.077 0.464 2.391
H -1.367 2.221 0.802
H -0.196 3.270 1.476
H -0.158 -0.333 -1.207
H -1.181 0.504 -0.229
O -1.256 5.015 0.247
C -2.246 5.345 -0.344
O -2.325 5.319 -1.687
C -3.586 5.868 -2.123
C -4.514 5.728 -0.924
C -3.540 5.873 0.244
H -3.426 6.909 -2.407
H -3.928 5.315 -2.994
H -5.324 6.453 -0.923
H -4.957 4.730 -0.912
H -3.390 6.915 0.530
H -3.832 5.292 1.113
O -3.296 -8.153 1.625
C -4.160 -7.425 2.008
O -4.797 -6.556 1.183
C -5.701 -5.730 1.940
C -5.999 -6.514 3.211
C -4.689 -7.273 3.422
H -5.204 -4.780 2.145
H -6.594 -5.540 1.351
H -6.286 -5.882 4.048
H -6.810 -7.219 3.029
H -3.967 -6.691 3.997
H -4.831 -8.245 3.884
O 0.173 5.321 -5.797
C 0.563 6.449 -5.797
O 1.844 6.794 -5.516
C 1.968 8.231 -5.486
C 0.802 8.755 -6.312
C -0.265 7.694 -6.055
H 1.922 8.557 -4.445
H 2.934 8.508 -5.900
H 0.504 9.765 -6.040
H 1.070 8.757 -7.369
H -0.851 7.911 -5.161
H -0.924 7.545 -6.905
```

Results
- Kohn-Sham gap: 9.04 eV
- Charge: +1
- Spin multiplicity: 1

---

no.,calculated total energy (Ha)
1,-3716.67694
2,-3827.71333
3,-6253.30058